Record 1
{
  "formula": "C42H103AsBF6N5NaO4",
  "method": "the ωB97M-V functional and the def2-TZVPD basis",
  "species": ["Na", "B", "H", "H", "H", "H", "As", "F", "F", "F", "F", "F", "F", "C", "C", "N", "C", "C", "C", "C", "H", "H", "H", "H", "H", "H", "H", "H", "H", "H", "H", "H", "H", "H", "H", "C", "C", "N", "C", "C", "C", "C", "H", "H", "H", "H", "H", "H", "H", "H", "H", "H", "H", "H", "H", "H", "H", "C", "C", "N", "C", "C", "C", "C", "H", "H", "H", "H", "H", "H", "H", "H", "H", "H", "H", "H", "H", "H", "H", "C", "C", "N", "C", "C", "C", "C", "H", "H", "H", "H", "H", "H", "H", "H", "H", "H", "H", "H", "H", "H", "H", "C", "C", "N", "C", "C", "C", "C", "H", "H", "H", "H", "H", "H", "H", "H", "H", "H", "H", "H", "H", "H", "H", "C", "C", "O", "C", "H", "H", "H", "H", "H", "H", "C", "C", "O", "C", "H", "H", "H", "H", "H", "H", "C", "C", "O", "C", "H", "H", "H", "H", "H", "H", "C", "C", "O", "C", "H", "H", "H", "H", "H", "H"],
  "positions_angstrom": [[-2.686, 1.239, -2.544], [1.288, -5.755, 2.159], [2.345, -5.486, 2.297], [0.873, -6.364, 2.976], [0.722, -4.814, 2.088], [1.254, -6.301, 1.203], [-0.391, -1.073, -0.268], [-1.195, 0.322, -1.008], [0.601, 0.108, 0.664], [0.433, -2.428, 0.570], [-1.381, -2.208, -1.253], [0.865, -1.065, -1.529], [-1.597, -0.958, 1.046], [7.376, -2.881, -2.230], [6.347, -3.086, -1.115], [5.615, -1.859, -0.688], [4.812, -1.411, -1.816], [3.772, -0.292, -1.469], [6.426, -0.736, -0.182], [7.534, -1.125, 0.817], [6.960, -2.606, -3.202], [7.935, -3.780, -2.490], [8.020, -2.019, -2.051], [5.671, -3.856, -1.485], [6.885, -3.499, -0.261], [5.322, -1.017, -2.698], [4.273, -2.311, -2.118], [3.087, -0.636, -0.696], [4.309, 0.584, -1.101], [3.186, 0.033, -2.329], [5.788, -0.016, 0.330], [6.945, -0.247, -1.009], [7.963, -0.236, 1.279], [8.260, -1.766, 0.317], [7.142, -1.710, 1.649], [-6.020, 0.927, -3.400], [-6.020, 0.725, -1.918], [-4.849, 1.216, -1.190], [-4.799, 2.702, -1.255], [-3.577, 3.320, -0.551], [-4.872, 0.740, 0.199], [-4.844, -0.803, 0.455], [-6.214, 1.934, -3.772], [-6.600, 0.247, -4.023], [-5.002, 0.687, -3.714], [-6.941, 1.022, -1.414], [-5.822, -0.346, -1.869], [-5.737, 3.080, -0.842], [-4.780, 3.091, -2.274], [-2.677, 2.711, -0.647], [-3.771, 3.472, 0.510], [-3.300, 4.291, -0.963], [-3.997, 1.106, 0.737], [-5.739, 1.146, 0.726], [-5.714, -1.305, 0.029], [-3.964, -1.296, 0.041], [-4.861, -1.040, 1.519], [-1.864, 1.095, 4.045], [-1.867, 2.605, 4.161], [-0.531, 3.227, 4.279], [0.126, 2.722, 5.499], [-0.625, 2.922, 6.825], [-0.754, 4.671, 4.236], [0.552, 5.503, 4.241], [-2.859, 0.783, 3.724], [-1.560, 0.800, 5.049], [-1.256, 0.669, 3.247], [-2.416, 3.005, 3.306], [-2.512, 2.914, 4.987], [0.436, 1.695, 5.305], [1.075, 3.250, 5.598], [-1.463, 2.240, 6.973], [0.059, 2.892, 7.673], [-1.106, 3.901, 6.833], [-1.393, 5.034, 5.043], [-1.226, 4.938, 3.290], [0.781, 5.794, 5.266], [0.474, 6.408, 3.638], [1.395, 4.982, 3.786], [1.506, 2.663, -3.256], [2.200, 3.444, -2.158], [1.305, 4.196, -1.245], [0.616, 3.229, -0.396], [-0.279, 3.801, 0.715], [2.041, 5.199, -0.428], [2.346, 6.557, -1.150], [2.250, 2.442, -4.022], [0.782, 3.285, -3.784], [1.014, 1.779, -2.853], [2.785, 2.794, -1.502], [2.962, 4.089, -2.598], [0.000, 2.587, -1.028], [1.253, 2.479, 0.079], [-0.838, 2.968, 1.144], [0.224, 4.194, 1.598], [-0.992, 4.548, 0.363], [2.906, 4.711, 0.028], [1.455, 5.589, 0.404], [1.386, 7.056, -1.286], [2.737, 6.464, -2.164], [3.009, 7.258, -0.644], [-3.624, 1.688, -6.093], [-3.275, 0.188, -5.770], [-2.349, 0.040, -4.616], [-1.031, 0.642, -4.842], [-0.260, -0.046, -5.978], [-2.220, -1.322, -4.061], [-3.509, -1.805, -3.438], [-4.447, 2.018, -5.459], [-3.918, 1.758, -7.140], [-2.772, 2.366, -6.055], [-4.115, -0.493, -5.633], [-2.761, -0.284, -6.609], [-1.025, 1.717, -5.022], [-0.456, 0.428, -3.940], [0.775, 0.283, -6.078], [-0.139, -1.116, -5.807], [-0.741, 0.099, -6.946], [-1.444, -1.305, -3.296], [-1.920, -1.968, -4.888], [-3.307, -2.796, -3.031], [-4.327, -1.921, -4.149], [-3.866, -1.185, -2.615], [-2.352, -4.289, 1.129], [-2.770, -4.769, 2.489], [-3.588, -4.180, 3.140], [-2.201, -6.069, 3.016], [-3.000, -3.465, 0.830], [-2.484, -5.128, 0.445], [-1.296, -4.016, 1.135], [-1.888, -6.712, 2.193], [-2.931, -6.496, 3.703], [-1.243, -5.919, 3.514], [-0.318, -1.971, 4.042], [0.897, -2.863, 4.205], [1.956, -2.607, 3.707], [0.731, -4.067, 5.097], [-1.117, -2.535, 3.560], [-0.047, -1.148, 3.381], [-0.704, -1.623, 5.001], [0.198, -4.869, 4.587], [0.204, -3.798, 6.014], [1.695, -4.486, 5.385], [-0.569, -5.436, -2.072], [-0.607, -4.743, -3.419], [-1.511, -5.017, -4.220], [0.581, -3.953, -3.885], [0.147, -6.257, -2.095], [-1.561, -5.808, -1.819], [-0.284, -4.701, -1.318], [1.189, -4.634, -4.483], [1.243, -3.664, -3.068], [0.413, -3.048, -4.466], [2.793, 1.910, 2.510], [3.530, 0.639, 2.779], [3.895, -0.154, 1.885], [3.739, 0.263, 4.233], [1.727, 1.692, 2.589], [2.953, 2.265, 1.492], [3.076, 2.607, 3.299], [4.631, -0.339, 4.412], [2.969, -0.443, 4.550], [3.844, 1.098, 4.925]],
  "lowdin_charge": [0.422, -0.461, -0.080, -0.092, -0.094, -0.099, 0.925, -0.282, -0.269, -0.237, -0.258, -0.264, -0.266, -0.112, -0.229, -0.144, -0.263, -0.085, -0.261, -0.090, 0.055, 0.066, 0.058, 0.110, 0.102, 0.097, 0.110, 0.054, 0.051, 0.052, 0.082, 0.102, 0.066, 0.053, 0.077, -0.087, -0.255, -0.202, -0.232, -0.074, -0.218, -0.058, 0.071, 0.091, 0.036, 0.129, 0.100, 0.120, 0.106, 0.052, 0.080, 0.080, 0.105, 0.117, 0.064, 0.050, 0.083, -0.074, -0.282, -0.159, -0.243, -0.078, -0.276, -0.088, 0.080, 0.061, 0.058, 0.097, 0.105, 0.108, 0.100, 0.065, 0.072, 0.060, 0.100, 0.095, 0.064, 0.063, 0.062, -0.085, -0.246, -0.161, -0.254, -0.079, -0.232, -0.085, 0.078, 0.071, 0.050, 0.105, 0.109, 0.084, 0.091, 0.069, 0.046, 0.071, 0.110, 0.090, 0.062, 0.052, 0.063, -0.044, -0.205, -0.234, -0.250, -0.060, -0.235, -0.059, 0.047, 0.071, 0.062, 0.101, 0.099, 0.101, 0.096, 0.078, 0.061, 0.068, 0.093, 0.117, 0.083, 0.074, 0.055, -0.020, -0.511, 0.037, -0.014, 0.062, 0.077, 0.061, 0.084, 0.078, 0.043, -0.014, -0.503, 0.077, -0.027, 0.078, 0.056, 0.075, 0.044, 0.071, 0.087, -0.008, -0.470, 0.010, -0.019, 0.097, 0.077, 0.072, 0.089, 0.079, 0.059, -0.022, -0.440, 0.048, -0.026, 0.081, 0.068, 0.073, 0.082, 0.070, 0.065],
  "e_homo_ev": -4.46,
  "e_lumo_ev": 0.89,
  "homo_lumo_gap_ev": 5.35,
  "spin_multiplicity": 1,
  "total_charge": -1,
  "e_tot_ha": -5258.94120
}

Record 2
{
  "formula": "C13H22ClNO3Zn",
  "method": "the ωB97M-V functional and the def2-TZVPD basis",
  "species": ["C", "C", "C", "Cl", "C", "C", "O", "O", "C", "C", "C", "C", "N", "O", "C", "C", "C", "C", "H", "H", "H", "H", "H", "H", "H", "H", "H", "H", "H", "H", "H", "H", "H", "H", "H", "H", "H", "H", "H", "H", "Zn"],
  "positions_angstrom": [[-0.320, 0.164, 3.887], [-1.264, -0.296, 2.785], [-0.535, -1.021, 1.661], [-0.708, -2.802, 1.881], [-0.883, -0.637, 0.223], [-2.334, -1.065, -0.005], [-3.251, -0.298, 0.256], [-2.528, -2.237, -0.508], [-0.813, 0.871, -0.035], [0.558, 1.404, -0.388], [0.396, 2.899, -0.754], [1.560, 1.328, 0.751], [1.119, 0.688, -1.580], [2.366, 0.779, -1.710], [0.471, -0.612, -1.991], [1.490, -1.457, -2.732], [-0.673, -0.332, -2.959], [0.015, -1.379, -0.771], [0.136, 1.118, 3.660], [-0.840, 0.261, 4.826], [0.462, -0.570, 4.050], [-1.847, 0.524, 2.399], [-1.949, -0.998, 3.232], [0.539, -0.916, 1.819], [-1.168, 1.453, 0.796], [-1.495, 1.070, -0.846], [0.272, 2.995, -1.821], [-0.461, 3.314, -0.248], [1.260, 3.471, -0.451], [2.411, 1.953, 0.546], [1.959, 0.315, 0.887], [1.098, 1.687, 1.658], [2.263, -1.835, -2.078], [1.914, -0.928, -3.567], [0.958, -2.316, -3.122], [-1.255, -1.224, -3.134], [-1.312, 0.481, -2.654], [-0.240, -0.043, -3.906], [-0.543, -2.232, -1.157], [0.877, -1.832, -0.256], [2.296, -1.747, 1.353]],
  "lowdin_charge": [-0.065, -0.233, -0.628, 0.735, -0.349, -0.542, 0.171, 0.257, -0.060, -0.442, 0.021, -0.007, -0.121, 0.008, -0.460, -0.016, 0.018, -0.099, 0.070, 0.086, 0.075, 0.111, 0.107, -0.049, 0.127, 0.125, 0.098, 0.091, 0.088, 0.096, -0.017, 0.097, 0.079, 0.100, 0.103, 0.101, 0.085, 0.101, 0.131, 0.026, 0.981],
  "e_homo_ev": [-11.60, -12.98],
  "s_squared": 1.7575,
  "e_lumo_ev": [-7.78, -6.59],
  "homo_lumo_gap_ev": [3.82, 6.39],
  "spin_multiplicity": 2,
  "total_charge": 1,
  "e_tot_ha": -3028.07870
}